Run w
Here is 2 unconnected molecules or ions with the total composition C9H14 from the OMol25 dataset. Energies are from the ωB97M-V functional and the def2-TZVPD basis.

Last column: natural (NBO) charge in e.
Element x y z (Å)
C: 2.40 1.72 1.47  -0.61
C: 1.09 2.47 1.34  -0.61
H: 3.18 2.30 1.94  0.21
H: 2.28 0.82 2.08  0.20
H: 2.73 1.38 0.49  0.21
H: 0.91 3.18 2.16  0.20
H: 1.10 3.16 0.48  0.20
H: 0.23 1.85 1.13  0.21
C: -0.50 -2.06 1.20  -0.64
C: -1.39 0.51 -1.44  -0.20
C: -1.39 -0.26 -2.59  -0.22
C: -1.18 -0.06 -0.20  -0.22
C: -0.69 -1.36 -0.11  -0.01
C: -0.92 -1.58 -2.51  -0.21
C: -0.61 -2.13 -1.28  -0.21
H: -1.70 1.54 -1.53  0.21
H: -1.68 0.18 -3.53  0.21
H: -1.36 0.43 0.75  0.21
H: -0.88 -2.15 -3.42  0.21
H: 0.53 -2.37 1.40  0.22
H: -1.13 -2.94 1.22  0.22
H: -0.29 -3.15 -1.14  0.21
H: -0.72 -1.48 2.10  0.22

The total charge is 0. The value obtained for the gap between HOMO and LUMO is 10.021 eV. The multiplicity is 1. The calculation puts the molar mass at 122.2 g/mol. The HOMO energy is -0.3315 Ha. The SMILES is Cc1ccccc1.CC.

Run x
Here is 2 unconnected molecules or ions with the total composition C9H14 from the OMol25 dataset. Energies are from the ωB97M-V functional and the def2-TZVPD basis.

Last column: natural (NBO) charge in e.
Element x y z (Å)
C: 0.13 -3.60 0.71  -0.61
C: 0.94 -3.98 2.01  -0.62
H: -0.36 -2.70 0.95  0.20
H: 0.77 -3.26 -0.14  0.21
H: -0.66 -4.28 0.33  0.21
H: 1.67 -4.78 1.84  0.21
H: 0.37 -3.97 2.89  0.21
H: 1.77 -3.21 2.10  0.20
C: -1.35 3.36 -2.11  -0.63
C: 0.63 0.75 0.65  -0.24
C: -0.67 0.48 0.27  -0.19
C: 1.29 1.81 0.06  -0.18
C: -1.37 1.29 -0.62  -0.22
C: 0.61 2.65 -0.87  -0.24
C: -0.71 2.40 -1.17  0.00
H: 1.22 0.17 1.36  0.21
H: -1.05 -0.49 0.57  0.21
H: 2.31 1.97 0.32  0.20
H: -2.40 1.13 -0.68  0.21
H: 1.24 3.45 -1.07  0.21
H: -2.18 3.93 -1.86  0.22
H: -1.58 2.83 -3.09  0.21
H: -0.61 4.05 -2.46  0.21

The total charge is 0. The value obtained for the gap between HOMO and LUMO is 10.139 eV. The multiplicity is 1. The calculation puts the molar mass at 122.2 g/mol. The HOMO energy is -0.3349 Ha. The SMILES is Cc1ccccc1.CC.

Run y
Here is 2 unconnected molecules or ions with the total composition C9H14 from the OMol25 dataset. Energies are from the ωB97M-V functional and the def2-TZVPD basis.

Last column: natural (NBO) charge in e.
Element x y z (Å)
C: 1.25 -2.13 0.52  -0.63
C: 0.19 0.15 0.19  -0.21
C: 0.81 -0.78 1.00  -0.01
C: 0.02 1.48 0.59  -0.20
C: 1.06 -0.42 2.33  -0.22
C: 0.42 1.86 1.86  -0.23
C: 0.89 0.90 2.74  -0.19
H: -0.05 -0.08 -0.84  0.20
H: -0.38 2.14 -0.16  0.21
H: 1.07 -2.88 1.30  0.22
H: 2.29 -2.14 0.19  0.22
H: 1.66 -1.08 2.92  0.21
H: 0.19 2.82 2.30  0.21
H: 1.14 1.14 3.77  0.21
H: 0.66 -2.52 -0.32  0.22
C: -2.16 0.44 -3.69  -0.62
C: -1.55 -0.89 -3.31  -0.61
H: -2.51 0.48 -4.73  0.21
H: -2.87 0.84 -2.97  0.21
H: -1.37 1.20 -3.70  0.20
H: -2.23 -1.62 -2.87  0.21
H: -0.76 -0.73 -2.58  0.19
H: -1.08 -1.44 -4.12  0.21

The total charge is 0. The value obtained for the gap between HOMO and LUMO is 10.103 eV. The multiplicity is 1. The calculation puts the molar mass at 122.2 g/mol. The HOMO energy is -0.3332 Ha. The SMILES is Cc1ccccc1.CC.

Bottom line: run w, by a margin of 0.0040 hartree.

Run w
Here is 3 unconnected molecules or ions with the total composition C9H14 from the OMol25 dataset. Energies are from the ωB97M-V functional and the def2-TZVPD basis.

Last column: natural (NBO) charge in e.
Element x y z (Å)
C: -0.23 0.66 -1.13  0.06
C: 0.61 -0.45 -1.72  -0.45
C: -1.66 0.67 -1.60  -0.65
C: 0.27 1.66 -0.38  -0.48
C: 1.96 -0.68 -1.04  -0.61
H: -0.79 -0.58 0.51  0.23
H: 0.03 -1.38 -1.68  0.21
H: 0.77 -0.23 -2.78  0.22
H: -2.16 -0.26 -1.35  0.22
H: 1.34 1.79 -0.26  0.21
H: -0.32 2.55 -0.20  0.21
H: -1.70 0.77 -2.69  0.22
H: -2.22 1.50 -1.16  0.22
H: 0.25 1.15 1.48  0.25
H: 2.44 -1.56 -1.46  0.22
H: 1.84 -0.84 0.03  0.22
H: 2.62 0.17 -1.18  0.20
C: 0.08 0.61 2.45  -0.25
C: -0.85 -1.21 1.38  -0.25
C: 0.12 0.58 3.66  -0.23
C: -1.16 -2.28 1.87  -0.23
H: 0.07 0.40 4.69  0.23
H: -1.30 -3.06 2.56  0.23

The total charge is 0. The value obtained for the gap between HOMO and LUMO is 9.816 eV. The multiplicity is 1. The calculation puts the molar mass at 122.2 g/mol. The HOMO energy is -0.3259 Ha. The SMILES is C=C(C)CC.C#C.C#C.

Run x
Here is 2 unconnected molecules or ions with the total composition C9H14 from the OMol25 dataset. Energies are from the ωB97M-V functional and the def2-TZVPD basis.

Last column: natural (NBO) charge in e.
Element x y z (Å)
C: -0.19 1.88 -1.71  -0.61
C: -0.41 1.56 -3.18  -0.60
H: -0.69 1.15 -1.08  0.21
H: 0.85 1.91 -1.39  0.20
H: -0.64 2.85 -1.48  0.20
H: 0.18 2.21 -3.84  0.20
H: -1.46 1.64 -3.44  0.20
H: -0.08 0.55 -3.44  0.20
C: 2.09 -0.20 0.53  -0.64
C: 0.44 -0.47 2.40  -0.22
C: 0.79 -0.70 1.07  0.00
C: -0.78 -0.92 2.89  -0.20
C: -1.69 -1.56 2.04  -0.22
C: -0.10 -1.38 0.23  -0.22
C: -1.33 -1.80 0.73  -0.20
H: 1.14 0.09 3.00  0.21
H: -1.03 -0.83 3.93  0.21
H: 2.93 -0.43 1.18  0.22
H: 2.16 0.86 0.28  0.22
H: -2.64 -1.89 2.43  0.21
H: 0.18 -1.54 -0.80  0.21
H: -2.05 -2.24 0.05  0.21
H: 2.32 -0.72 -0.41  0.21

The total charge is 0. The value obtained for the gap between HOMO and LUMO is 10.074 eV. The multiplicity is 1. The calculation puts the molar mass at 122.2 g/mol. The HOMO energy is -0.3327 Ha. The SMILES is Cc1ccccc1.CC.

Run y
Here is 2 unconnected molecules or ions with the total composition C9H14 from the OMol25 dataset. Energies are from the ωB97M-V functional and the def2-TZVPD basis.

Last column: natural (NBO) charge in e.
Element x y z (Å)
C: -0.44 -0.49 1.86  -0.64
C: 0.36 -2.05 0.05  -0.22
C: 0.60 -0.98 0.91  -0.02
C: 1.28 -2.34 -0.96  -0.20
C: 2.15 -1.37 -1.41  -0.22
C: 1.71 -0.17 0.61  -0.20
C: 2.39 -0.26 -0.58  -0.22
H: -0.65 -2.42 0.15  0.21
H: 1.24 -3.33 -1.37  0.21
H: -0.53 -1.23 2.65  0.22
H: -1.39 -0.25 1.39  0.22
H: 2.69 -1.52 -2.32  0.21
H: 2.14 0.45 1.39  0.21
H: 3.07 0.47 -1.01  0.22
H: -0.26 0.50 2.30  0.22
C: -2.44 1.44 -0.32  -0.60
C: -1.17 2.23 -0.57  -0.62
H: -3.31 2.08 -0.49  0.21
H: -2.52 0.64 -1.04  0.20
H: -2.43 1.04 0.68  0.19
H: -1.13 3.20 -0.07  0.20
H: -1.10 2.55 -1.61  0.20
H: -0.24 1.79 -0.26  0.21

The total charge is 0. The value obtained for the gap between HOMO and LUMO is 9.963 eV. The multiplicity is 1. The calculation puts the molar mass at 122.2 g/mol. The HOMO energy is -0.3273 Ha. The SMILES is Cc1ccccc1.CC.

Run z
Here is 2 unconnected molecules or ions with the total composition C9H14 from the OMol25 dataset. Energies are from the ωB97M-V functional and the def2-TZVPD basis.

Last column: natural (NBO) charge in e.
Element x y z (Å)
C: -1.81 -1.20 0.34  -0.64
C: -0.10 -2.90 1.02  -0.23
C: -0.35 -1.59 0.59  0.02
C: 1.22 -3.27 1.19  -0.20
C: 2.23 -2.35 0.95  -0.23
C: 0.62 -0.63 0.33  -0.23
C: 1.91 -1.02 0.69  -0.19
H: -0.99 -3.41 1.37  0.21
H: 1.45 -4.28 1.52  0.21
H: -2.28 -2.10 -0.11  0.22
H: -1.89 -0.30 -0.26  0.21
H: 3.27 -2.61 0.92  0.21
H: 0.20 0.27 -0.07  0.21
H: 2.79 -0.44 0.45  0.21
H: -2.42 -1.15 1.24  0.22
C: 0.07 2.87 -1.47  -0.60
C: -1.00 3.89 -1.01  -0.62
H: 0.00 2.63 -2.54  0.21
H: 1.10 3.20 -1.30  0.20
H: -0.07 1.97 -0.89  0.19
H: -0.69 4.89 -1.22  0.21
H: -1.41 3.71 -0.02  0.21
H: -1.84 3.82 -1.72  0.20

The total charge is 0. The value obtained for the gap between HOMO and LUMO is 9.906 eV. The multiplicity is 1. The calculation puts the molar mass at 122.2 g/mol. The HOMO energy is -0.3273 Ha. The SMILES is Cc1ccccc1.CC.

Bottom line: run x, by a margin of 0.0311 hartree.

Run w
Here is 2 unconnected molecules or ions with the total composition C9H14 from the OMol25 dataset. Energies are from the ωB97M-V functional and the def2-TZVPD basis.

Last column: natural (NBO) charge in e.
Element x y z (Å)
C: 1.04 -2.63 0.79  -0.62
C: 0.45 -2.07 -0.48  -0.62
H: 0.98 -2.03 1.71  0.20
H: 0.64 -3.60 1.13  0.20
H: 2.07 -2.97 0.63  0.21
H: 1.22 -1.63 -1.11  0.21
H: -0.37 -1.35 -0.30  0.22
H: -0.03 -2.83 -1.09  0.20
C: -2.16 0.11 0.34  -0.66
C: 1.26 2.53 -0.46  -0.24
C: 1.15 1.79 0.70  -0.18
C: 0.28 2.32 -1.42  -0.18
C: 0.09 0.98 1.04  -0.24
C: -0.79 1.45 -1.22  -0.24
C: -0.93 0.90 0.06  0.00
H: 2.08 3.22 -0.57  0.22
H: 2.05 1.89 1.34  0.21
H: 0.34 2.88 -2.35  0.21
H: 0.00 0.24 1.82  0.22
H: -1.65 1.21 -1.83  0.22
H: -2.86 0.19 -0.51  0.21
H: -2.69 0.36 1.28  0.23
H: -2.15 -0.98 0.49  0.22

The total charge is 0. The value obtained for the gap between HOMO and LUMO is 10.026 eV. The multiplicity is 1. The calculation puts the molar mass at 122.2 g/mol. The HOMO energy is -0.3307 Ha. The SMILES is Cc1ccccc1.CC.

Run x
Here is 2 unconnected molecules or ions with the total composition C9H14 from the OMol25 dataset. Energies are from the ωB97M-V functional and the def2-TZVPD basis.

Last column: natural (NBO) charge in e.
Element x y z (Å)
C: 2.84 1.30 1.08  -0.61
C: 1.95 2.48 1.40  -0.62
H: 2.43 0.78 0.22  0.21
H: 3.81 1.67 0.76  0.20
H: 2.92 0.54 1.86  0.20
H: 2.05 3.20 0.59  0.20
H: 1.95 3.00 2.35  0.21
H: 0.89 2.23 1.33  0.20
C: 0.51 -2.31 -0.41  -0.63
C: -2.99 0.12 -0.81  -0.23
C: -1.98 0.53 0.03  -0.20
C: -2.79 -0.98 -1.66  -0.20
C: -0.84 -0.26 0.20  -0.21
C: -1.56 -1.61 -1.62  -0.22
C: -0.64 -1.38 -0.60  -0.02
H: -3.88 0.74 -0.83  0.21
H: -2.00 1.48 0.56  0.21
H: -3.58 -1.19 -2.37  0.22
H: -0.25 -0.18 1.11  0.21
H: -1.39 -2.53 -2.17  0.20
H: 0.38 -3.27 -0.89  0.22
H: 0.74 -2.48 0.65  0.22
H: 1.43 -1.87 -0.79  0.22

The total charge is 0. The value obtained for the gap between HOMO and LUMO is 10.063 eV. The multiplicity is 1. The calculation puts the molar mass at 122.2 g/mol. The HOMO energy is -0.3319 Ha. The SMILES is Cc1ccccc1.CC.

Bottom line: run x, by a margin of 0.0152 hartree.